#P
The molecule C5H8N2S. Source: the Open Molecules 2025 dataset; level of theory: ωB97M-V with the def2-TZVPD basis set.

Calculated values
* SMILES: CC(C)=N/N=C\C=S
* HOMO-LUMO gap: 7.9 eV

Structure (ORCA input):
```
! RIJCOSX wB97M-V def2-TZVPD def2/J DEFGRID3
* xyz 0 1
C 1.44 -0.23 1.02
C 0.23 -0.95 0.25
C -0.47 -2.02 1.08
N -0.15 -0.54 -0.89
N 0.65 0.47 -1.38
C 0.05 1.58 -1.53
C -1.46 1.93 -1.25
S -2.08 3.33 -1.77
H 1.01 0.73 1.31
H 1.78 -0.77 1.93
H 2.21 -0.03 0.24
H -1.41 -2.38 0.64
H 0.32 -2.85 1.02
H -0.76 -1.73 2.14
H 0.59 2.39 -2.12
H -1.92 1.08 -0.70
*
```

Atomic partial charges in e from the Mulliken method, atoms 1 to 4:
1 C -1.11
2 C 0.89
3 C -1.12
4 N -0.52

#Q
A cluster of 2 separate species, C5H8N2S in total. Source: the Open Molecules 2025 dataset; level of theory: ωB97M-V with the def2-TZVPD basis set.

Calculated values
* SMILES: CC(C)=C=N.N=C=S
* HOMO-LUMO gap: 8.9 eV

Structure (ORCA input):
```
! RIJCOSX wB97M-V def2-TZVPD def2/J DEFGRID3
* xyz 0 1
C 0.91 -1.14 0.10
C 0.43 0.20 -0.32
C 0.52 0.68 -1.71
C 0.27 1.12 0.64
N 0.36 1.90 1.59
H 0.81 -1.25 1.13
H 0.43 -1.80 -0.58
H 1.92 -1.34 -0.12
H 1.56 1.05 -2.02
H 0.11 -0.08 -2.36
H -0.04 1.69 -1.76
H -0.38 2.30 2.14
N -1.67 -0.74 1.63
C -1.95 -0.94 0.48
S -2.45 -1.31 -0.90
H -0.84 -0.35 2.06
*
```

Atomic partial charges in e from the Mulliken method, atoms 1 to 4:
1 C -1.28
2 C 0.60
3 C -1.27
4 C 0.11

The structure with the greatest stability is #Q.

#P
The molecule C2H3NO3. Source: the Open Molecules 2025 dataset; level of theory: ωB97M-V with the def2-TZVPD basis set.

Calculated values
* SMILES: O=CO/N=C/O
* HOMO-LUMO gap: 10.5 eV

Structure (ORCA input):
```
! RIJCOSX wB97M-V def2-TZVPD def2/J DEFGRID3
* xyz 0 1
O 1.58 0.90 -0.45
C 1.88 -0.05 0.25
O 0.94 -0.96 0.74
N -0.36 -0.89 0.37
C -1.05 0.02 -0.15
O -2.34 -0.19 -0.17
H 2.91 -0.16 0.66
H -0.70 0.94 -0.55
H -2.86 0.40 -0.70
*
```

Atomic partial charges in e from the Mulliken method, atoms 1 to 4:
1 O -0.48
2 C 0.19
3 O -0.14
4 N -0.29

#Q
The molecule C2H3NO3. Source: the Open Molecules 2025 dataset; level of theory: ωB97M-V with the def2-TZVPD basis set.

Calculated values
* SMILES: O=CC(=O)NO
* HOMO-LUMO gap: 8.6 eV

Structure (ORCA input):
```
! RIJCOSX wB97M-V def2-TZVPD def2/J DEFGRID3
* xyz 0 1
O -1.45 0.62 -1.33
C -1.41 0.40 -0.14
C -0.20 -0.15 0.48
O 0.07 -0.55 1.59
N 0.80 -0.12 -0.48
O 2.06 -0.26 -0.10
H -2.34 0.54 0.52
H 0.49 -0.34 -1.43
H 1.97 -0.13 0.89
*
```

Atomic partial charges in e from the Mulliken method, atoms 1 to 4:
1 O -0.47
2 C 0.08
3 C 0.49
4 O -0.61

#R
A structure of composition C2H3NO3. Source: the Open Molecules 2025 dataset; level of theory: ωB97M-V with the def2-TZVPD basis set.

Calculated values
* HOMO-LUMO gap (alpha / beta): 8.1 / 8.1 eV

Structure (ORCA input):
```
! RIJCOSX wB97M-V def2-TZVPD def2/J DEFGRID3
* xyz 0 1
C -0.77 0.34 1.35
C -0.29 0.80 0.11
N 0.12 -0.84 -0.73
O -1.72 -0.37 1.56
O -0.15 1.74 -0.56
O 1.26 -0.78 -1.50
H 0.03 0.80 2.11
H 0.40 -1.69 -0.24
H 1.10 0.01 -2.11
*
```

Atomic partial charges in e from the Mulliken method, atoms 1 to 4:
1 C 0.04
2 C 0.70
3 N -0.34
4 O -0.42

#S
A cluster of 2 separate species, C2H3NO3 in total. Source: the Open Molecules 2025 dataset; level of theory: ωB97M-V with the def2-TZVPD basis set.

Calculated values
* HOMO-LUMO gap: 9.1 eV

Structure (ORCA input):
```
! RIJCOSX wB97M-V def2-TZVPD def2/J DEFGRID3
* xyz 0 1
C -0.62 -0.69 0.08
C 1.48 0.00 -0.11
N -1.47 0.48 0.07
O -0.86 -1.82 0.28
O -1.43 1.17 1.06
O -2.07 0.68 -0.96
H 1.98 -0.91 0.13
H 1.51 0.81 0.60
H 1.47 0.28 -1.15
*
```

Atomic partial charges in e from the Mulliken method, atoms 1 to 4:
1 C 0.20
2 C -0.79
3 N 1.01
4 O -0.33

The structure with the greatest stability is #Q.

#P
A cluster of 2 separate species, C2H3NO3 in total. Source: the Open Molecules 2025 dataset; level of theory: ωB97M-V with the def2-TZVPD basis set.

Calculated values
* HOMO-LUMO gap (alpha / beta): 8.2 / 8.0 eV

Structure (ORCA input):
```
! RIJCOSX wB97M-V def2-TZVPD def2/J DEFGRID3
* xyz 0 1
C 1.53 -0.34 -0.29
C 0.68 0.73 0.02
N -0.90 -0.66 0.17
O 2.05 -1.08 0.50
O 0.07 1.73 0.01
O -1.85 0.35 0.40
H 1.55 -0.42 -1.42
H -1.30 -1.07 -0.79
H -1.83 0.76 1.39
*
```

Atomic partial charges in e from the Mulliken method, atoms 1 to 4:
1 C -0.04
2 C 0.71
3 N -0.37
4 O -0.45

#Q
The molecule C2H3NO3. Source: the Open Molecules 2025 dataset; level of theory: ωB97M-V with the def2-TZVPD basis set.

Calculated values
* SMILES: O=C1NOCO1
* HOMO-LUMO gap: 10.9 eV

Structure (ORCA input):
```
! RIJCOSX wB97M-V def2-TZVPD def2/J DEFGRID3
* xyz 0 1
O 0.53 -0.74 1.81
C 0.21 -0.29 0.74
N -1.07 0.05 0.31
O -0.98 0.18 -1.10
C 0.32 0.69 -1.25
O 1.08 0.03 -0.25
H -1.78 -0.66 0.50
H 0.71 0.36 -2.22
H 0.38 1.75 -1.09
*
```

Atomic partial charges in e from the Mulliken method, atoms 1 to 4:
1 O -0.53
2 C 0.55
3 N -0.20
4 O -0.26

#R
A cluster of 2 separate species, C2H3NO3 in total. Source: the Open Molecules 2025 dataset; level of theory: ωB97M-V with the def2-TZVPD basis set.

Calculated values
* SMILES: C=C=O.O=NO
* HOMO-LUMO gap: 10.3 eV

Structure (ORCA input):
```
! RIJCOSX wB97M-V def2-TZVPD def2/J DEFGRID3
* xyz 0 1
C 1.87 1.21 -1.57
C 1.04 0.91 -0.60
O 0.19 0.54 0.13
H 2.48 2.08 -1.43
H 1.91 0.38 -2.35
O -3.34 -1.69 1.49
N -2.41 -0.96 1.44
O -1.18 -1.57 1.59
H -0.56 -0.89 1.30
*
```

Atomic partial charges in e from the Mulliken method, atoms 1 to 4:
1 C -0.81
2 C 0.70
3 O -0.48
4 H 0.27

The structure with the greatest stability is #Q.

#P
A cluster of 2 separate species, C2H3NO3 in total. Source: the Open Molecules 2025 dataset; level of theory: ωB97M-V with the def2-TZVPD basis set.

Calculated values
* SMILES: O=C=O.C=NO
* HOMO-LUMO gap: 10.4 eV

Structure (ORCA input):
```
! RIJCOSX wB97M-V def2-TZVPD def2/J DEFGRID3
* xyz 0 1
O -3.70 1.13 0.91
C -3.04 2.00 0.60
O -2.39 2.86 0.21
C -0.89 -0.75 -0.14
N 0.19 -0.28 0.08
O 0.73 -0.48 1.31
H -1.46 -1.54 0.35
H -1.43 -0.45 -1.00
H 1.69 -0.50 1.09
*
```

Atomic partial charges in e from the Mulliken method, atoms 1 to 4:
1 O -0.34
2 C 0.69
3 O -0.35
4 C -0.35

#Q
A cluster of 2 separate species, C2H3NO3 in total. Source: the Open Molecules 2025 dataset; level of theory: ωB97M-V with the def2-TZVPD basis set.

Calculated values
* HOMO-LUMO gap: 9.8 eV

Structure (ORCA input):
```
! RIJCOSX wB97M-V def2-TZVPD def2/J DEFGRID3
* xyz 0 1
C -0.64 0.16 -1.16
C -0.30 1.65 -0.86
N 0.83 -0.62 1.56
O -0.21 -1.13 1.24
O 1.89 -1.18 1.68
O -0.94 1.44 -1.89
H 0.04 -0.43 -1.71
H -1.49 -0.31 -0.59
H 0.82 0.41 1.72
*
```

Atomic partial charges in e from the Mulliken method, atoms 1 to 4:
1 C -0.39
2 C -0.06
3 N 0.61
4 O -0.46

The structure with the greatest stability is #P.